Record 1
Molecular formula: C27H33BeIN5O2P
Method: DFT, ωB97M-V/def2-TZVPD

Cartesian coordinates (Å):
Be1 1.505 -1.389 -0.561
C1 2.293 0.381 3.258
C2 1.212 -0.635 3.124
N1 0.634 -1.093 4.200
C3 -0.325 -2.021 4.107
C4 -0.754 -2.563 2.920
C5 -1.843 -3.610 2.912
O1 -1.558 -4.746 2.122
C6 -0.125 -2.121 1.723
C7 -0.526 -2.606 0.459
N2 0.145 -2.408 -0.636
C8 -0.336 -2.869 -1.852
C9 -1.108 -4.029 -1.974
C10 -1.565 -4.446 -3.208
C11 -1.257 -3.727 -4.352
C12 -0.479 -2.585 -4.256
C13 -0.023 -2.172 -3.018
I1 1.161 -0.423 -2.877
C14 0.873 -1.114 1.815
O2 1.453 -0.624 0.777
H1 2.514 0.560 4.305
H2 1.985 1.312 2.787
H3 3.187 0.042 2.736
H4 -0.751 -2.334 5.052
H5 -2.763 -3.184 2.492
H6 -2.053 -3.905 3.948
H7 -0.822 -5.220 2.520
H8 -1.466 -3.151 0.408
H9 -1.331 -4.613 -1.094
H10 -2.167 -5.340 -3.275
H11 -1.615 -4.057 -5.314
H12 -0.223 -2.019 -5.138
C15 -3.151 3.220 -0.879
C16 -2.350 1.985 -1.277
C17 -2.176 1.919 -2.794
P1 -0.663 1.618 -0.502
C18 -0.829 1.999 1.337
C19 -0.985 3.427 1.850
C20 -1.917 1.089 1.911
C21 0.514 2.930 -1.183
C22 1.835 2.798 -0.423
C23 0.084 4.391 -1.281
H13 -4.065 3.253 -1.475
H14 -2.600 4.136 -1.063
H15 -3.441 3.186 0.167
H16 -2.936 1.102 -0.975
H17 -1.661 2.802 -3.162
H18 -3.145 1.862 -3.287
H19 -1.594 1.045 -3.083
H20 0.131 1.623 1.714
H21 -1.810 3.946 1.374
H22 -0.073 3.999 1.702
H23 -1.178 3.396 2.923
H24 -2.909 1.484 1.700
H25 -1.805 1.001 2.993
H26 -1.847 0.086 1.487
H27 0.694 2.573 -2.210
H28 1.765 3.258 0.560
H29 2.640 3.292 -0.966
H30 2.104 1.749 -0.294
H31 -0.199 4.797 -0.315
H32 -0.742 4.516 -1.974
H33 0.921 4.978 -1.660
N3 3.037 -1.943 -0.742
C24 4.139 -1.529 -0.753
C25 5.377 -1.016 -0.728
C26 6.267 -1.158 -1.800
N4 6.985 -1.267 -2.689
C27 5.726 -0.240 0.387
N5 5.984 0.405 1.302

Output
total charge	0
HOMO-LUMO gap	6.944	eV
multiplicity	1
LUMO level	-1.274	eV


Record 2
Molecular formula: C17H31F5P2Sn
Method: DFT, ωB97M-V/def2-TZVPD

Cartesian coordinates (Å):
P1 0.200 -1.575 -1.802
P2 -0.094 1.689 -1.680
C1 -0.174 -0.591 -3.301
C2 0.366 0.821 -3.238
H1 -1.271 -0.594 -3.412
H2 0.240 -1.151 -4.166
H3 1.466 0.833 -3.286
H4 -0.002 1.445 -4.080
C3 -1.738 2.341 -1.931
H5 -2.011 2.991 -1.091
H6 -2.492 1.553 -2.016
H7 -1.737 2.944 -2.862
C4 0.987 3.072 -1.510
H8 0.944 3.675 -2.441
H9 2.022 2.761 -1.335
H10 0.665 3.701 -0.670
C5 -0.880 -2.957 -1.786
H11 -0.645 -3.688 -0.995
H12 -0.756 -3.447 -2.772
H13 -1.928 -2.649 -1.692
C6 1.859 -2.193 -1.991
H14 2.616 -1.401 -1.964
H15 1.921 -2.720 -2.966
H16 2.085 -2.912 -1.188
Sn1 0.019 -0.007 0.101
C7 0.568 1.755 -7.280
C8 -0.736 1.798 -7.030
C9 -1.859 0.989 -7.610
C10 -1.475 -0.335 -8.310
C11 -0.756 -1.296 -7.411
C12 0.537 -1.357 -7.114
C13 1.681 -0.513 -7.592
C14 1.323 0.858 -8.213
C15 0.038 -1.518 1.527
H17 1.208 2.460 -6.708
H18 -1.077 2.550 -6.297
H19 -2.440 1.609 -8.312
H20 -2.559 0.752 -6.787
H21 -2.421 -0.808 -8.651
H22 -0.905 -0.123 -9.221
H23 -1.417 -2.037 -6.915
H24 0.850 -2.159 -6.421
H25 2.290 -1.084 -8.312
H26 2.348 -0.334 -6.728
H27 2.282 1.351 -8.484
H28 0.790 0.710 -9.160
H29 0.708 -1.179 2.318
H30 0.359 -2.479 1.148
H31 -0.976 -1.586 1.911
F1 -2.504 0.969 1.293
C16 -1.164 1.307 1.376
F2 -1.043 2.656 0.936
C17 -0.721 1.346 2.849
F3 -0.973 0.180 3.477
F4 0.619 1.607 2.906
F5 -1.373 2.310 3.489

Output
total charge	+2
HOMO-LUMO gap	4.425	eV
multiplicity	1
LUMO level	-9.309	eV


Record 3
Molecular formula: C80H85F10N5
Method: DFT, ωB97M-V/def2-TZVPD

Cartesian coordinates (Å):
C1 3.311 3.792 -0.592
C2 3.306 5.285 -0.278
C3 4.292 6.084 -1.132
C4 5.644 5.555 -1.137
N1 6.689 5.145 -1.144
H1 2.544 3.263 -0.014
H2 4.229 3.339 -0.204
H3 3.121 3.549 -1.635
H4 3.549 5.424 0.775
H5 2.313 5.683 -0.504
H6 4.281 7.119 -0.774
H7 3.920 6.209 -2.154
C5 7.786 -1.624 3.466
C6 7.136 -0.257 3.322
C7 5.675 -0.267 3.810
C8 4.839 -1.183 3.038
N2 4.198 -1.918 2.454
H8 7.556 -2.095 4.422
H9 8.862 -1.648 3.300
H10 7.378 -2.296 2.695
H11 7.223 0.189 2.337
H12 7.602 0.397 4.071
H13 5.233 0.726 3.763
H14 5.690 -0.598 4.845
C9 0.910 -1.549 4.757
C10 0.611 -0.596 5.900
C11 1.606 -0.632 7.059
C12 2.927 -0.104 6.746
N3 3.985 0.315 6.502
H15 1.873 -1.358 4.276
H16 0.125 -1.472 4.010
H17 0.932 -2.594 5.088
H18 -0.380 -0.766 6.317
H19 0.572 0.390 5.437
H20 1.680 -1.639 7.483
H21 1.158 -0.081 7.894
C13 -0.568 5.003 2.509
C14 -0.669 4.091 1.309
C15 -1.407 2.771 1.597
C16 -2.826 3.022 1.927
N4 -3.918 3.259 2.194
H22 -0.029 5.928 2.277
H23 0.096 4.543 3.253
H24 -1.510 5.265 2.985
H25 0.351 3.803 1.029
H26 -1.153 4.568 0.455
H27 -0.972 2.217 2.425
H28 -1.460 2.184 0.683
C17 -7.011 -0.762 2.263
C18 -5.772 -0.197 1.591
C19 -5.161 -1.155 0.589
C20 -4.785 -2.438 1.180
N5 -4.484 -3.452 1.598
H29 -6.790 -1.602 2.921
H30 -7.728 -1.114 1.505
H31 -7.618 -0.043 2.818
H32 -5.046 0.070 2.366
H33 -6.023 0.749 1.109
H34 -4.256 -0.741 0.141
H35 -5.850 -1.351 -0.235
F1 -3.066 -6.298 -2.342
C21 -2.360 -6.296 -1.201
C22 -2.349 -5.153 -0.434
C23 -1.737 -5.148 0.815
C24 -1.146 -6.317 1.253
C25 -1.190 -7.477 0.497
C26 -1.788 -7.469 -0.752
H36 -2.859 -4.278 -0.822
H37 -1.771 -4.252 1.414
H38 -0.688 -6.345 2.236
H39 -0.787 -8.408 0.876
H40 -1.897 -8.373 -1.343
F2 -6.229 0.689 -5.284
C27 -5.805 0.993 -4.081
C28 -6.729 1.162 -3.074
C29 -6.293 1.596 -1.822
C30 -4.932 1.639 -1.554
C31 -4.008 1.381 -2.561
C32 -4.448 1.046 -3.830
H41 -7.782 1.082 -3.318
H42 -6.993 1.835 -1.031
H43 -4.592 1.896 -0.554
H44 -2.952 1.488 -2.339
H45 -3.719 0.922 -4.626
F3 0.958 1.307 3.378
C33 2.012 2.134 3.570
C34 2.986 2.228 2.590
C35 4.042 3.101 2.764
C36 4.111 3.869 3.921
C37 3.117 3.800 4.884
C38 2.055 2.938 4.693
H46 2.882 1.546 1.751
H47 4.826 3.073 2.019
H48 4.970 4.516 4.064
H49 3.144 4.429 5.761
H50 1.289 2.827 5.456
F4 -2.361 1.802 4.925
C39 -2.654 0.483 5.021
C40 -3.091 -0.040 6.219
C41 -3.353 -1.401 6.292
C42 -3.191 -2.209 5.177
C43 -2.728 -1.675 3.972
C44 -2.470 -0.321 3.904
H51 -3.178 0.579 7.103
H52 -3.661 -1.890 7.207
H53 -3.390 -3.273 5.217
H54 -2.696 -2.303 3.091
H55 -2.288 0.197 2.966
F5 4.278 -7.298 0.552
C45 3.345 -6.351 0.203
C46 2.340 -6.719 -0.675
C47 1.420 -5.755 -1.064
C48 1.489 -4.475 -0.534
C49 2.473 -4.161 0.384
C50 3.437 -5.086 0.759
H56 2.307 -7.742 -1.026
H57 0.590 -6.063 -1.689
H58 0.715 -3.775 -0.824
H59 2.451 -3.227 0.935
H60 4.205 -4.845 1.479
F6 0.345 3.329 -2.154
C51 0.455 4.488 -2.841
C52 -0.359 5.551 -2.488
C53 -0.202 6.781 -3.085
C54 0.745 6.934 -4.093
C55 1.567 5.876 -4.432
C56 1.394 4.632 -3.844
H61 -1.050 5.425 -1.660
H62 -0.785 7.639 -2.783
H63 0.902 7.880 -4.594
H64 2.286 5.927 -5.240
H65 1.925 3.726 -4.122
F7 -3.061 1.148 -8.190
C57 -2.293 1.246 -7.139
C58 -1.898 2.500 -6.735
C59 -1.121 2.617 -5.587
C60 -0.700 1.449 -4.951
C61 -1.042 0.186 -5.410
C62 -1.842 0.095 -6.542
H66 -2.182 3.378 -7.302
H67 -0.776 3.580 -5.243
H68 -0.134 1.607 -4.033
H69 -0.830 -0.697 -4.817
H70 -2.191 -0.822 -6.993
F8 3.698 0.889 -2.739
C63 3.393 -0.282 -3.327
C64 3.541 -1.441 -2.609
C65 3.105 -2.634 -3.169
C66 2.555 -2.619 -4.441
C67 2.437 -1.439 -5.150
C68 2.850 -0.241 -4.595
H71 3.871 -1.416 -1.577
H72 3.216 -3.500 -2.533
H73 2.191 -3.562 -4.837
H74 2.025 -1.430 -6.152
H75 2.776 0.699 -5.123
F9 -2.897 -2.189 -2.044
C69 -2.680 -2.604 -3.306
C70 -3.601 -2.324 -4.284
C71 -3.383 -2.717 -5.600
C72 -2.184 -3.352 -5.896
C73 -1.293 -3.733 -4.893
C74 -1.528 -3.311 -3.594
H76 -4.510 -1.787 -4.025
H77 -4.083 -2.458 -6.382
H78 -1.946 -3.522 -6.945
H79 -0.407 -4.270 -5.201
H80 -0.835 -3.587 -2.805
F10 -2.092 -1.802 0.613
C75 -0.929 -1.143 0.342
C76 0.194 -1.365 1.118
C77 1.349 -0.654 0.807
C78 1.379 0.174 -0.306
C79 0.238 0.369 -1.067
C80 -0.925 -0.331 -0.764
H81 0.192 -2.045 1.959
H82 2.214 -0.851 1.433
H83 2.296 0.705 -0.532
H84 0.351 1.023 -1.924
H85 -1.773 -0.271 -1.429

Output
total charge	0
HOMO-LUMO gap	9.277	eV
multiplicity	1
LUMO level	0.404	eV


Record 4
Molecular formula: C40H54Cl3N5O7PSSiY
Method: DFT, ωB97M-V/def2-TZVPD

Cartesian coordinates (Å):
Y1 1.183 -0.300 -0.775
O1 2.174 -1.196 -5.468
C1 2.477 0.067 -5.833
C2 2.659 0.337 -7.187
C3 3.010 1.611 -7.599
C4 3.193 2.626 -6.669
C5 3.027 2.349 -5.320
C6 2.662 1.081 -4.884
C7 2.491 0.779 -3.430
O2 1.531 -0.030 -3.103
N1 3.344 1.352 -2.638
N2 3.130 1.000 -1.303
C8 3.992 1.520 -0.514
C9 4.078 1.354 0.925
C10 5.045 2.109 1.597
C11 5.227 2.019 2.963
C12 4.423 1.132 3.682
C13 3.467 0.370 3.050
C14 3.249 0.460 1.656
O3 2.328 -0.249 1.089
H1 1.975 -1.158 -4.503
H2 2.524 -0.473 -7.894
H3 3.144 1.811 -8.656
H4 3.461 3.625 -6.989
H5 3.171 3.116 -4.571
H6 4.750 2.159 -0.972
H7 5.660 2.787 1.013
H8 5.976 2.621 3.462
H9 4.545 1.042 4.757
H10 2.831 -0.309 3.604
Cl1 3.521 -7.699 -0.375
C15 3.263 -5.995 -0.695
C16 2.158 -5.356 -0.160
C17 1.981 -4.015 -0.429
Cl2 0.605 -3.172 0.225
C18 2.854 -3.228 -1.225
O4 2.661 -1.994 -1.468
C19 3.961 -3.961 -1.734
Cl3 5.098 -3.103 -2.728
C20 4.167 -5.303 -1.483
H11 1.449 -5.888 0.459
H12 5.029 -5.802 -1.903
N3 0.505 6.187 -1.796
C21 0.001 5.174 -1.535
N4 -0.689 4.086 -1.231
C22 -0.071 2.956 -1.127
N5 0.377 1.884 -1.033
C23 -3.308 -2.635 -0.805
C24 -2.545 -2.769 -2.118
P1 -1.297 -1.459 -2.485
C25 -0.806 -1.935 -4.201
C26 -1.781 -2.690 -5.101
C27 -2.308 0.062 -2.697
C28 -3.475 0.056 -3.677
H13 -4.017 -3.460 -0.698
H14 -3.872 -1.700 -0.766
H15 -2.640 -2.625 0.054
H16 -3.253 -2.825 -2.950
H17 -1.988 -3.713 -2.131
H18 0.108 -2.525 -4.095
H19 -0.488 -1.007 -4.677
H20 -2.016 -3.678 -4.702
H21 -1.337 -2.834 -6.089
H22 -2.724 -2.159 -5.233
H23 -1.591 0.847 -2.955
H24 -2.642 0.311 -1.685
H25 -3.132 -0.070 -4.706
H26 -4.021 1.000 -3.628
H27 -4.185 -0.746 -3.460
C29 -5.486 -0.297 2.775
C30 -4.415 0.762 2.532
C31 -4.715 2.023 3.340
C32 -4.342 1.092 1.043
O5 -3.202 0.202 3.017
Si1 -1.634 0.517 2.554
S1 -1.207 -0.419 0.779
O6 -0.730 0.003 3.840
C33 -0.796 -1.200 4.597
C34 -1.763 -0.975 5.759
C35 0.616 -1.445 5.116
C36 -1.246 -2.387 3.751
O7 -1.516 2.154 2.534
C37 -0.513 3.079 2.950
C38 -0.949 4.436 2.416
C39 -0.456 3.105 4.477
C40 0.832 2.667 2.368
H28 -6.471 0.059 2.460
H29 -5.526 -0.550 3.837
H30 -5.242 -1.200 2.214
H31 -5.673 2.459 3.044
H32 -3.925 2.756 3.178
H33 -4.752 1.779 4.405
H34 -5.307 1.480 0.706
H35 -4.095 0.198 0.468
H36 -3.576 1.842 0.844
H37 -1.424 -0.133 6.367
H38 -1.821 -1.864 6.393
H39 -2.756 -0.746 5.371
H40 0.968 -0.572 5.669
H41 1.289 -1.619 4.275
H42 0.644 -2.317 5.775
H43 -2.258 -2.234 3.374
H44 -1.232 -3.298 4.357
H45 -0.582 -2.516 2.896
H46 -1.918 4.711 2.840
H47 -1.045 4.403 1.331
H48 -0.221 5.206 2.680
H49 -1.439 3.359 4.884
H50 0.265 3.854 4.815
H51 -0.160 2.129 4.860
H52 0.773 2.615 1.280
H53 1.113 1.681 2.741
H54 1.619 3.373 2.645

Output
total charge	-2
HOMO-LUMO gap	6.830	eV
multiplicity	1
LUMO level	3.869	eV